The following is a DFT calculation (ωB97M-V/def2-TZVPD) of a structure of composition C18H28IIrN4O.

```
53
Properties=species:S:1:pos:R:3
C 2.049 -0.144 -3.915
I -1.460 0.819 -3.538
H 1.331 -0.467 -4.770
H 2.673 -0.995 -3.676
H 2.555 0.763 -4.369
C -1.657 3.744 0.081
C -2.741 3.067 -0.330
N -2.318 1.867 -0.788
C -0.961 1.782 -0.773
N -0.545 2.971 -0.223
H -1.575 4.707 0.545
H -3.798 3.329 -0.321
C 1.585 -3.740 -0.946
C 0.512 -1.750 -1.332
N 1.564 -2.378 -0.730
H 0.119 -4.916 -2.152
N -0.170 -2.780 -1.913
H 2.319 -4.413 -0.593
Ir 0.072 0.245 -1.457
C 1.776 0.593 -2.562
O 2.773 1.257 -2.291
C 0.462 -4.018 -1.743
C -1.392 -2.692 -2.661
H -1.877 -3.656 -2.671
H -1.193 -2.389 -3.702
H -2.061 -1.955 -2.225
C 2.590 -1.779 0.128
H 3.520 -2.347 -0.012
H 2.296 -1.836 1.186
H 2.736 -0.741 -0.148
C 0.773 3.320 0.208
H 0.872 4.416 0.120
H 1.528 2.819 -0.407
H 0.923 3.046 1.275
C -3.255 0.867 -1.282
H -2.924 -0.142 -1.054
H -3.321 0.985 -2.385
H -4.225 1.099 -0.893
C 1.231 -0.653 3.933
C 0.076 0.099 3.233
C -1.240 -0.625 3.596
C 0.024 1.516 3.855
C 0.259 0.171 1.803
C 0.236 0.271 0.532
H 1.049 -0.695 5.017
H 2.184 -0.142 3.751
H 1.301 -1.691 3.548
H -1.375 -0.652 4.684
H -2.100 -0.097 3.144
H -1.221 -1.656 3.211
H 0.977 2.037 3.688
H -0.791 2.107 3.387
H -0.163 1.450 4.936
```

Properties
Calculated total energy ... -38059.9276 eV
HOMO (spin up / spin down) ... 2.4 / -3.0 eV
Net charge ... -2
2S+1 ... 5
LUMO (spin up / spin down) ... 0.1475 / 0.1136 hartree
ΔE to the lowest compared entry with this formula, charge and spin ... 14.7 kJ/mol

---

The following is a DFT calculation (ωB97M-V/def2-TZVPD) of a cluster of 12 separate species, C12H48N24O12 in total.

```
96
Properties=species:S:1:pos:R:3
N -5.229 -23.898 -25.475
C -6.374 -23.510 -24.886
N -6.328 -22.214 -24.402
O -7.383 -24.195 -24.790
H -5.435 -24.716 -26.028
H -4.363 -23.486 -25.188
H -5.607 -21.599 -24.730
H -7.138 -21.938 -23.872
N -7.592 -24.073 -20.885
C -8.085 -23.684 -19.676
N -9.226 -23.014 -19.801
O -7.541 -23.920 -18.593
H -6.746 -24.615 -20.872
H -8.029 -23.887 -21.772
H -9.787 -22.793 -18.999
H -9.506 -22.808 -20.743
N -14.514 -19.175 -22.341
C -15.694 -19.427 -21.693
N -16.166 -18.361 -21.052
O -16.324 -20.476 -21.755
H -14.013 -18.326 -22.146
H -14.196 -19.798 -23.065
H -15.625 -17.535 -20.861
H -17.085 -18.356 -20.646
N -13.094 -17.140 -25.022
C -14.075 -16.422 -24.416
N -14.769 -15.691 -25.326
O -14.168 -16.334 -23.200
H -12.602 -17.744 -24.382
H -13.102 -17.191 -26.022
H -14.180 -14.968 -25.720
H -15.607 -15.268 -24.949
N -14.515 -23.667 -24.873
C -15.227 -23.977 -25.949
N -15.108 -23.115 -26.993
O -15.915 -24.997 -26.049
H -14.617 -24.397 -24.183
H -14.021 -22.786 -24.778
H -14.505 -22.336 -26.807
H -15.508 -23.324 -27.887
N -10.197 -26.657 -20.049
C -11.294 -26.025 -20.559
N -12.428 -26.686 -20.303
O -11.257 -24.983 -21.216
H -9.386 -26.068 -20.187
H -10.301 -27.195 -19.208
H -13.202 -26.428 -20.895
H -12.405 -27.585 -19.861
N -16.199 -23.490 -22.139
C -15.111 -23.441 -21.291
N -14.057 -22.756 -21.790
O -15.090 -23.990 -20.200
H -16.967 -24.004 -21.740
H -16.363 -22.580 -22.547
H -14.288 -22.180 -22.581
H -13.203 -22.645 -21.274
N -10.988 -22.346 -22.720
C -10.113 -21.352 -23.018
N -10.695 -20.341 -23.680
O -8.922 -21.398 -22.669
H -10.658 -23.247 -22.412
H -11.848 -22.124 -23.194
H -10.205 -19.457 -23.763
H -11.700 -20.352 -23.769
N -12.309 -26.499 -25.530
C -12.237 -26.402 -24.173
N -12.007 -25.120 -23.798
O -12.323 -27.428 -23.505
H -12.440 -27.397 -25.959
H -11.895 -25.747 -26.051
H -12.310 -24.461 -24.491
H -12.028 -24.872 -22.810
N -14.752 -19.944 -26.006
C -13.562 -20.332 -25.521
N -12.569 -20.074 -26.467
O -13.336 -20.985 -24.500
H -14.821 -19.510 -26.906
H -15.561 -20.189 -25.453
H -12.487 -19.206 -26.958
H -11.846 -20.776 -26.483
N -8.241 -16.058 -23.932
C -7.995 -17.363 -24.096
N -6.715 -17.704 -23.880
O -8.833 -18.219 -24.412
H -9.178 -15.740 -24.114
H -7.482 -15.423 -23.775
H -5.943 -17.096 -23.667
H -6.588 -18.587 -23.405
N -7.355 -20.352 -20.006
C -6.656 -19.199 -20.066
N -5.931 -18.999 -18.966
O -6.661 -18.429 -21.026
H -7.336 -21.014 -19.251
H -7.784 -20.665 -20.868
H -5.580 -19.776 -18.434
H -5.486 -18.118 -18.777
```

Properties
Calculated total energy ... -73567.2475 eV
HOMO ... -8.9 eV
2S+1 ... 1
LUMO ... -0.0136 hartree
ΔE to the lowest compared entry with this formula, charge and spin ... 300.6 kJ/mol

---

The following is a DFT calculation (ωB97M-V/def2-TZVPD) of the molecule C5H10O.

```
16
Properties=species:S:1:pos:R:3
C -1.230 0.629 -1.860
C -1.478 0.398 -0.582
C -0.910 -0.804 0.173
C 0.635 -0.706 0.257
C 1.040 0.461 1.128
O 2.462 0.676 1.157
H -1.564 1.539 -2.336
H -0.643 -0.060 -2.461
H -2.014 1.139 0.007
H -1.192 -1.654 -0.449
H -1.311 -0.868 1.184
H 1.015 -1.679 0.590
H 1.007 -0.588 -0.760
H 0.594 0.334 2.120
H 0.711 1.373 0.639
H 2.878 -0.190 1.191
```

Properties
Calculated total energy ... -7393.5406 eV
HOMO ... -9.7 eV
2S+1 ... 1
LUMO ... 0.0386 hartree
ΔE to the lowest compared entry with this formula, charge and spin ... 118.2 kJ/mol

---

The following is a DFT calculation (ωB97M-V/def2-TZVPD) of a cluster of 2 separate species, C6H14N2O2 in total.

```
24
Properties=species:S:1:pos:R:3
C 0.971 -2.336 -2.270
N 1.566 -2.254 -0.963
C 1.287 -1.222 -0.092
C 1.728 -1.387 1.307
O 0.828 -0.186 -0.545
H 1.617 -1.876 -3.023
H 0.791 -3.356 -2.605
H 0.007 -1.826 -2.304
H 1.862 -3.108 -0.536
H 1.369 -2.349 1.694
H 2.812 -1.381 1.330
H 1.193 -0.685 1.942
C -0.227 3.107 1.426
N -0.765 2.156 0.477
C -2.018 1.650 0.519
C -2.342 0.606 -0.480
O -2.840 2.023 1.340
H 0.633 2.633 1.896
H -0.007 4.082 0.998
H -0.948 3.304 2.220
H -0.061 1.643 -0.039
H -2.720 -0.337 -0.063
H -3.206 0.828 -1.114
H -1.530 0.271 -1.118
```

Properties
Calculated total energy ... -13524.9332 eV
HOMO ... -9.0 eV
2S+1 ... 1
LUMO ... 0.0209 hartree
ΔE to the lowest compared entry with this formula, charge and spin ... 66.7 kJ/mol

---

The following is a DFT calculation (ωB97M-V/def2-TZVPD) of a cluster of 2 separate species, C5H8O2 in total.

```
15
Properties=species:S:1:pos:R:3
C 1.574 -0.285 1.470
C 0.145 -0.033 1.047
C -0.185 1.372 0.599
O -0.683 -0.923 1.036
H 1.651 -1.247 1.979
H 2.200 -0.305 0.569
H 1.949 0.517 2.115
H -1.207 1.410 0.216
H -0.083 2.065 1.442
H 0.517 1.689 -0.179
C -1.713 -0.970 -2.033
C -0.436 -0.687 -2.116
O 0.704 -0.425 -2.174
H -2.110 -1.178 -1.045
H -2.322 -1.001 -2.928
```

Properties
Calculated total energy ... -9408.6468 eV
HOMO ... -9.2 eV
2S+1 ... 1
LUMO ... 0.0313 hartree
ΔE to the lowest compared entry with this formula, charge and spin ... 114.4 kJ/mol

---

The following is a DFT calculation (ωB97M-V/def2-TZVPD) of a cluster of 9 separate species, H18O9 in total.

```
27
Properties=species:S:1:pos:R:3
O -1.757 -3.394 -0.838
H -1.260 -3.406 -0.020
H -2.003 -4.308 -0.982
O 1.412 1.720 2.664
H 1.449 0.886 2.195
H 1.646 1.500 3.565
O -0.950 -1.687 -2.898
H -1.153 -2.153 -2.087
H -1.786 -1.310 -3.174
O 0.024 -0.186 0.128
H 0.717 0.233 -0.383
H 0.122 -1.120 -0.056
O 3.367 1.390 -1.956
H 2.759 2.035 -1.596
H 3.840 1.054 -1.195
O -2.026 1.736 1.919
H -1.514 0.957 1.698
H -2.869 1.599 1.487
O -0.598 -3.195 1.861
H -1.396 -3.096 2.380
H 0.105 -2.910 2.445
O -0.376 1.332 -2.489
H -0.537 0.972 -3.361
H -0.973 0.850 -1.916
O 1.382 3.515 0.501
H 1.240 2.738 1.043
H 1.135 4.249 1.065
```

Properties
Calculated total energy ... -18719.6351 eV
HOMO (spin up / spin down) ... 0.2 / -8.2 eV
Net charge ... -1
2S+1 ... 2
LUMO (spin up / spin down) ... 0.1162 / 0.1109 hartree
ΔE to the lowest compared entry with this formula, charge and spin ... 58.5 kJ/mol

---

The following is a DFT calculation (ωB97M-V/def2-TZVPD) of a cluster of 2 separate species, C12H18N2Si in total.

```
33
Properties=species:S:1:pos:R:3
C -0.614 -0.563 -2.268
C 0.672 -2.330 -1.374
C -0.132 0.352 -1.287
C 1.344 -1.358 -0.584
C -0.319 -1.893 -2.272
C 0.920 -0.032 -0.541
C 0.476 3.488 3.259
C 0.528 2.345 2.661
C -2.127 -3.343 -3.459
C -0.879 -4.123 -3.318
C -1.624 1.230 2.088
C -0.433 1.256 3.004
N -0.810 -2.700 -3.247
N 2.894 3.276 1.143
Si 2.205 1.925 1.811
H -1.490 -0.224 -2.816
H 0.948 -3.332 -1.470
H -0.353 1.444 -1.371
H 2.015 -1.646 0.201
H 1.284 4.237 3.104
H -0.308 3.887 4.042
H -2.530 -3.238 -4.381
H -2.834 -3.355 -2.663
H -0.760 -4.659 -2.426
H -0.665 -4.551 -4.299
H -2.351 0.440 2.199
H -1.197 1.149 1.043
H -2.206 2.208 2.138
H -0.782 1.261 4.002
H -0.082 0.222 2.747
H 2.455 4.121 1.260
H 3.545 3.260 0.376
H 3.210 1.247 2.700
```

Properties
Calculated total energy ... -23586.5593 eV
HOMO (spin up / spin down) ... -6.0 / -8.0 eV
2S+1 ... 3
LUMO (spin up / spin down) ... 0.0335 / -0.0386 hartree
ΔE to the lowest compared entry with this formula, charge and spin ... 154.8 kJ/mol

---

The following is a DFT calculation (ωB97M-V/def2-TZVPD) of a cluster of 2 separate species, ClNO3S in total.

```
6
Properties=species:S:1:pos:R:3
N -0.407 -1.917 1.807
O -1.337 -1.544 2.314
O 0.906 1.374 -2.533
O 0.573 1.719 -0.110
S 0.679 2.273 -1.436
Cl -0.415 -1.905 -0.043
```

Properties
Calculated total energy ... -30987.2502 eV
HOMO ... -10.5 eV
2S+1 ... 1
LUMO ... -0.0438 hartree
ΔE to the lowest compared entry with this formula, charge and spin ... 0.0 kJ/mol

---

The following is a DFT calculation (ωB97M-V/def2-TZVPD) of a cluster of 2 separate species, H3PS in total.

```
5
Properties=species:S:1:pos:R:3
P -1.357 0.134 -0.087
S 1.460 -1.429 0.064
H -0.832 0.364 -1.384
H -0.963 1.535 0.347
H 1.691 -0.604 1.059
```

Properties
Calculated total energy ... -20169.1950 eV
HOMO (spin up / spin down) ... -8.1 / -9.8 eV
2S+1 ... 3
LUMO (spin up / spin down) ... 0.0346 / -0.1011 hartree
ΔE to the lowest compared entry with this formula, charge and spin ... 0.0 kJ/mol

---

The following is a DFT calculation (ωB97M-V/def2-TZVPD) of a cluster of 5 separate species, C20H23BF4NO15 in total.

```
64
Properties=species:S:1:pos:R:3
C 6.581 4.741 -3.417
C 5.442 4.452 -3.062
B 4.134 3.942 -2.177
O 4.585 3.769 -0.764
C 4.213 5.015 -0.182
C 4.492 5.243 1.347
C 2.703 5.095 -0.729
C 1.773 3.968 -0.100
C 0.311 3.957 -0.742
N 1.999 6.424 -0.694
C 1.647 6.736 0.442
O 1.331 6.902 1.568
O 2.995 4.886 -2.125
H 7.640 4.696 -3.762
H 3.850 2.811 -2.505
H 4.740 5.827 -0.775
H 4.224 6.305 1.645
H 3.987 4.497 2.021
H 5.606 5.126 1.516
H 1.722 4.058 1.032
H 2.183 2.930 -0.293
H -0.124 4.993 -0.638
H -0.334 3.165 -0.249
H 0.337 3.679 -1.835
C -1.826 -0.357 -2.106
C -1.651 0.814 -3.024
O -0.565 1.515 -2.448
C 0.192 0.568 -1.821
O 1.309 0.735 -1.456
O -0.495 -0.603 -1.670
F -2.743 1.617 -3.004
H -2.453 -0.125 -1.242
H -2.240 -1.229 -2.614
H -1.409 0.547 -4.056
C -2.210 -5.332 -1.402
C -3.488 -4.892 -0.755
O -3.764 -3.659 -1.396
C -3.215 -3.762 -2.639
O -3.474 -3.034 -3.549
O -2.342 -4.802 -2.719
F -3.310 -4.659 0.566
H -1.327 -4.902 -0.924
H -2.105 -6.416 -1.423
H -4.324 -5.577 -0.901
C -6.170 -6.455 3.906
C -5.060 -5.449 3.856
O -4.228 -5.943 2.825
C -5.053 -6.615 1.974
O -4.758 -6.936 0.865
O -6.261 -6.871 2.547
F -4.357 -5.439 5.013
H -5.928 -7.316 4.534
H -7.110 -6.024 4.248
H -5.382 -4.433 3.612
C 1.321 -1.522 2.210
C 1.507 -0.349 1.294
O 2.590 0.347 1.881
C 3.338 -0.600 2.512
O 4.454 -0.435 2.887
O 2.648 -1.771 2.657
F 0.415 0.456 1.307
H 0.686 -1.288 3.069
H 0.910 -2.391 1.696
H 1.756 -0.617 0.266
```

Properties
Calculated total energy ... -64862.4976 eV
HOMO ... -4.6 eV
Net charge ... -1
2S+1 ... 1
LUMO ... 0.0476 hartree

---

The following is a DFT calculation (ωB97M-V/def2-TZVPD) of a cluster of 6 separate species, C12H25Cl10NO in total.

```
49
Properties=species:S:1:pos:R:3
C 2.972 -0.268 2.973
C 2.192 -1.015 1.912
N 2.830 -1.227 0.797
O 1.120 -1.510 2.195
H 2.748 -0.528 4.007
H 2.702 0.789 2.976
H 4.049 -0.386 2.856
H 2.374 -1.656 0.005
H 3.837 -1.239 0.878
Cl 0.392 4.826 0.696
C 1.677 3.597 0.514
C 2.982 4.125 1.182
Cl 3.456 5.738 0.627
H 1.812 3.509 -0.564
H 1.312 2.614 0.813
H 3.822 3.499 0.881
H 2.902 4.247 2.262
Cl -4.674 -5.154 -0.954
C -3.170 -4.656 -0.215
C -2.059 -5.357 -0.971
Cl -0.407 -5.422 -0.141
H -3.165 -4.922 0.842
H -3.062 -3.576 -0.311
H -1.849 -4.845 -1.909
H -2.375 -6.398 -1.042
Cl -5.381 -1.521 -0.036
C -4.688 -0.286 0.999
C -3.881 -1.062 2.209
Cl -3.466 0.103 3.511
H -5.483 0.360 1.371
H -3.963 0.324 0.460
H -2.984 -1.546 1.821
H -4.560 -1.825 2.588
Cl 3.129 1.199 -1.707
C 3.124 1.914 -3.335
C 1.904 2.858 -3.519
Cl 0.339 2.018 -3.435
H 3.257 1.112 -4.062
H 4.067 2.455 -3.415
H 1.931 3.324 -4.504
H 1.927 3.543 -2.671
Cl -0.907 -1.707 -0.496
C -0.334 -0.144 -0.845
C -1.448 0.880 -0.730
Cl -2.731 0.738 -1.901
H 0.101 -0.195 -1.844
H 0.500 0.131 -0.199
H -0.965 1.855 -0.806
H -1.907 0.688 0.239
```

Properties
Calculated total energy ... -141612.1690 eV
HOMO ... -9.8 eV
2S+1 ... 1
LUMO ... 0.0069 hartree

---

The following is a DFT calculation (ωB97M-V/def2-TZVPD) of a cluster of 2 separate species, C5H2F3NO in total.

```
12
Properties=species:S:1:pos:R:3
C 1.731 -1.884 -0.252
C 1.584 -0.698 -0.068
C 1.540 0.622 0.268
C -0.909 0.981 -0.163
C -1.690 -0.317 0.099
N 1.981 1.703 0.409
O -1.341 2.002 -0.659
F -1.525 -0.833 1.338
F -1.453 -1.372 -0.663
F -3.035 -0.062 0.038
H 1.475 -2.775 -0.731
H 1.642 2.633 0.382
```

Properties
Calculated total energy ... -16901.1982 eV
HOMO (spin up / spin down) ... -8.3 / -7.6 eV
2S+1 ... 1
LUMO (spin up / spin down) ... -0.0246 / -0.0284 hartree